DFT (the ωB97M-V functional and the def2-TZVPD basis) results for a structure of composition C30H44N10RuS2 at a distorted geometry.

Output
* charge: +1
* frontier orbital gap (spin up / spin down): 0.2386 / 0.2326 Eh
* HOMO level (spin up / spin down): -0.3592 / -0.3564 Eh
* multiplicity: 2
* <S²>: 0.76

Positions of all 87 atoms, in Å:
Ru -0.6415 0.9143 0.5721
C -1.2395 -0.2910 5.0142
C -0.7525 -0.1156 3.6072
N -1.1592 0.9234 2.8673
N -1.9779 1.8249 3.3743
C -2.5077 2.7296 2.6238
N -3.2555 3.7127 3.1932
S -2.2695 2.8239 0.8837
C 0.0988 -1.0359 2.9685
C 0.6598 -2.1842 3.5905
C 1.5084 -2.9957 2.8950
C 1.7732 -2.7180 1.5350
C 1.1654 -1.6237 0.9663
N 0.3850 -0.7915 1.6420
H -1.8577 0.5680 5.2693
H -0.4067 -0.3536 5.7139
H -1.8352 -1.2001 5.1037
H -3.5457 3.5345 4.1418
H -3.9136 4.1973 2.6074
H 0.4143 -2.3902 4.6193
H 1.9816 -3.8393 3.3736
H 2.4401 -3.3369 0.9614
H 1.3047 -1.3984 -0.0887
N -0.1113 1.2346 -1.6973
C -1.2006 1.9417 -2.2652
C -0.9713 3.1368 -2.9355
C -2.0130 3.8280 -3.5208
C -3.2976 3.3170 -3.4416
C -3.5363 2.1385 -2.7591
C -2.5016 1.4257 -2.1531
C -2.7977 0.1815 -1.4162
C -3.8052 -0.6527 -1.9066
C -4.2025 -1.7794 -1.2141
C -3.6037 -2.0950 -0.0049
C -2.5752 -1.3025 0.4788
C -2.1611 -0.1694 -0.2137
H 0.7733 1.6856 -1.9216
H -0.1025 0.2498 -1.9947
H 0.0370 3.5257 -2.9964
H -1.8215 4.7595 -4.0350
H -4.1149 3.8511 -3.9022
H -4.5505 1.7788 -2.6704
H -4.2654 -0.4181 -2.8553
H -4.9841 -2.4119 -1.6110
H -3.9384 -2.9479 0.5697
H -2.1122 -1.5721 1.4241
C 1.9756 5.2829 0.0690
N 1.6527 4.1179 0.8575
C 0.5574 4.3023 1.7753
C 2.1429 2.8869 0.5908
N 1.4299 1.8155 0.8002
N 3.4212 2.8273 0.0870
C 4.4688 3.7177 0.5467
C 3.9262 1.5964 -0.4782
H 1.0519 5.7032 -0.3391
H 2.6263 5.0059 -0.7544
H 2.4580 6.0592 0.6691
H 0.8247 5.0711 2.5004
H 0.3543 3.3744 2.3041
H -0.3477 4.6176 1.2537
H 2.0025 0.9740 0.7948
H 4.0741 4.4491 1.2418
H 4.9342 4.2334 -0.2955
H 5.2396 3.1433 1.0656
H 3.1541 1.0949 -1.0628
H 4.2959 0.9091 0.2925
H 4.7547 1.8442 -1.1426
C -1.1643 -5.1534 0.1320
C -1.3318 -4.7697 -1.3305
N -0.0441 -4.5940 -1.9676
C 0.4362 -3.4495 -2.4515
S -0.4296 -2.0159 -2.3783
N 1.6429 -3.4261 -3.0425
C 2.5883 -4.5163 -3.1495
C 3.3779 -4.7144 -1.8544
H -2.1366 -5.3022 0.5878
H -0.6436 -4.3642 0.6680
H -0.6025 -6.0792 0.2281
H -1.8773 -3.8281 -1.4103
H -1.8839 -5.5475 -1.8675
H 0.5550 -5.4062 -1.9770
H 1.9415 -2.5187 -3.3666
H 3.2691 -4.2799 -3.9695
H 2.0617 -5.4345 -3.4263
H 3.9260 -3.8103 -1.6018
H 4.0926 -5.5265 -1.9650
H 2.7124 -4.9493 -1.0260

DFT (the ωB97M-V functional and the def2-TZVPD basis) results for a structure of composition C30H44N2O6P2Ti at a distorted geometry.

Output
* charge: +1
* relative energy (zero: lowest compared OMol25 entry of this formula, charge and spin): 0.0 kcal per mole
* frontier orbital gap (spin up / spin down): 0.2821 / 0.2950 Eh
* HOMO level (spin up / spin down): -0.4115 / -0.4242 Eh
* multiplicity: 2
* <S²>: 0.76

Positions of all 85 atoms, in Å:
Ti -0.0747 -0.6548 1.3270
C -0.8650 -2.6962 1.9629
C 0.4680 -2.8819 1.4323
C 0.6292 -1.5733 3.3505
C -0.7565 -1.9103 3.1640
C 1.3906 -2.1458 2.2761
C -2.1226 -3.3263 1.4656
H -1.9979 -3.6723 0.4344
H -2.9641 -2.6172 1.4869
H -2.4285 -4.1936 2.0727
C -1.8296 -1.6980 4.1707
H -2.7687 -2.1548 3.8398
H -2.0111 -0.6303 4.3552
H -1.5498 -2.1438 5.1356
C 1.1759 -0.9034 4.5552
H 1.4745 -1.6423 5.3155
H 0.4192 -0.2545 5.0117
H 2.0540 -0.2890 4.3215
C 2.8800 -2.1275 2.1838
H 3.3278 -2.8304 2.9049
H 3.2755 -1.1269 2.4123
H 3.2240 -2.4153 1.1834
C 0.8650 -3.8885 0.4132
H 1.0669 -4.8523 0.9079
H 1.7817 -3.5967 -0.1094
H 0.0788 -4.0711 -0.3267
C -1.6706 0.3093 -5.0830
C -1.7672 -1.0264 -5.1944
C -0.9840 -1.8688 -6.1514
C 0.4649 -1.4040 -6.4676
C 1.3017 -0.9339 -5.3111
C 1.3769 0.3235 -4.8627
C 0.6205 1.4861 -5.4290
C -0.8106 1.1844 -5.9478
H -1.5260 -1.9457 -7.1096
H 0.4175 -0.6442 -7.2557
H -0.9470 -2.8990 -5.7700
H -0.7298 0.7782 -6.9618
H -2.3234 0.8443 -4.3851
H -2.5482 -1.5618 -4.6414
H -1.3259 2.1515 -6.0565
H 0.5624 2.2815 -4.6731
H 2.1081 0.5878 -4.0857
H 1.1919 1.9337 -6.2606
H 0.9821 -2.2643 -6.9201
H 1.9523 -1.7064 -4.8785
P -1.2749 -0.5207 -0.8829
C -2.7540 0.4543 -1.1615
C -1.4494 -2.0251 -1.9034
P 1.5356 -0.0566 -0.6168
C 0.1059 0.3839 -1.7261
C 2.4829 -1.2447 -1.6265
C 2.5742 1.4207 -0.5839
H -2.8007 1.2101 -0.3672
H -3.6333 -0.1963 -1.0740
H -2.7398 0.9354 -2.1482
H -1.4494 -1.7605 -2.9705
H -2.3988 -2.5181 -1.6476
H -0.6323 -2.7343 -1.7110
H 2.6435 1.8815 -1.5788
H 3.5775 1.1457 -0.2321
H 2.1393 2.1346 0.1271
H -0.0791 1.4697 -1.7139
H 0.2589 0.0277 -2.7578
H 3.4944 -1.3280 -1.2037
H 2.5514 -0.9125 -2.6732
H 2.0156 -2.2372 -1.6013
O -1.6273 1.1762 1.9521
C -0.5863 1.6006 2.5255
O 0.5465 0.9850 2.3139
C -0.4899 2.7753 3.4443
C 0.7971 3.1650 3.8530
C 0.9379 4.2663 4.7267
C -0.1697 4.9434 5.2494
C -1.4415 4.5172 4.8717
C -1.6121 3.4562 3.9348
N -2.5559 5.1799 5.5048
O -2.2990 6.0414 6.3771
O -3.7173 4.8511 5.2107
N 2.2681 4.7213 5.0263
O 3.2165 4.1128 4.4839
O 2.4330 5.6920 5.7930
H 1.6832 2.6670 3.4811
H -0.0404 5.8150 5.9106
H -2.5984 3.1755 3.5926